# C86H217N15O28

A cluster of 15 separate species, C86H217N15O28 in total at a distorted geometry (ωB97M-V/def2-TZVPD, OMol25).

Values from the calculation:
DFT total energy (Ha): -6334.08738
Energy above the lowest of the compared OMol25 structures with the same formula, charge and spin (kJ/mol): 0.0
Net charge: 0
LUMO energy (eV): 0.46
Strongest force on any atom (eV Å⁻¹): 3.2

Geometry as XYZ:
```
346
Properties=species:S:1:pos:R:3:mulliken_charge:R:1
H -4.052 -0.692 6.530 0.30
H -6.335 -1.283 5.242 0.37
H -1.382 3.812 0.990 0.44
H -5.132 -4.504 3.984 -0.05
H 4.171 1.916 1.101 -0.36
H 6.077 2.211 -6.175 0.42
H -5.031 -9.986 5.730 0.34
C 1.044 -6.333 2.342 -0.13
O -1.100 8.949 -4.425 -0.21
H 1.466 5.350 6.485 0.39
H -2.473 -2.694 2.788 -0.68
C -5.586 -2.003 5.571 0.47
H 2.737 1.183 3.175 -0.30
O -0.296 4.565 -4.584 0.08
N -1.556 6.461 -2.869 0.88
H -1.729 0.367 2.357 -0.25
C 0.178 -1.238 -8.763 -0.99
H 10.885 5.077 1.775 0.50
C -3.020 -4.685 -6.266 0.36
O -5.063 -5.242 -5.111 -0.19
H -3.981 1.466 1.940 0.25
H 1.191 0.342 -2.150 -0.23
H -5.759 -8.023 4.475 0.52
N 5.576 2.059 -4.222 0.27
C 9.959 3.633 3.071 -0.71
H 9.661 4.398 3.789 0.37
H -3.417 -3.709 -6.542 0.11
H -3.262 -6.698 -1.872 0.41
H -4.741 6.584 3.474 0.38
H -5.704 -4.110 6.251 -0.05
H -3.509 -4.800 6.153 -0.13
C -0.761 9.622 -5.578 -0.82
H -2.067 4.702 3.965 -0.07
C -5.051 -0.327 8.907 -0.70
H 3.344 7.966 2.738 0.27
H 2.913 -5.931 1.281 0.49
C -6.188 -4.640 -5.837 -0.93
C 10.103 4.328 1.650 -0.68
H 1.069 3.013 -6.453 0.39
H -3.246 6.201 0.057 -0.04
H 0.884 8.645 -3.697 0.49
H -1.364 5.808 -3.616 -0.14
C -1.891 -3.069 1.947 0.31
C 6.571 2.367 -5.217 -0.91
H -0.499 -4.698 -2.768 -0.02
C -2.274 5.936 -1.727 -0.31
C -5.486 -5.180 2.129 0.49
H -4.042 -3.236 -3.472 0.16
C -1.189 -2.675 -0.258 -0.64
C -0.899 6.374 3.317 0.06
H 0.901 -1.126 3.111 -0.67
O 4.786 -3.456 -7.735 -0.43
H -0.189 -2.015 -1.990 -0.54
C 9.061 5.660 0.038 -0.80
H -3.169 5.430 -2.087 0.30
N -2.011 -5.189 -7.159 -0.43
H -1.766 -3.460 -0.745 0.08
H 9.243 4.910 -0.732 0.33
H -1.924 1.941 -3.944 0.15
C 6.917 1.497 3.017 -0.95
H 0.822 0.611 -6.546 0.43
C -4.952 -7.452 4.933 -0.98
N 0.151 6.111 4.247 -0.30
O 5.538 1.703 2.692 0.22
N -4.646 -2.364 4.531 1.62
H 7.377 1.640 -5.114 0.36
H 1.486 6.132 1.349 -1.15
C 1.817 -3.569 -3.246 1.71
H -7.349 -1.018 2.309 0.22
N -5.260 -5.397 3.530 0.21
C -0.991 -3.204 -8.253 -0.82
C 5.055 0.677 -4.210 -1.77
H 1.887 -3.336 -2.184 -0.24
C -6.698 -4.372 1.910 -1.55
H -1.463 -7.016 2.307 0.10
C -0.041 8.122 -3.937 -0.69
C 4.067 4.989 -1.471 -0.62
H 0.204 7.433 -4.745 -0.08
C 2.380 6.755 1.340 2.44
C -4.309 -9.336 6.224 -0.87
H -3.075 -5.762 9.581 0.32
H -4.586 4.834 3.466 0.34
C 1.979 8.003 0.533 -1.37
H -5.365 -2.253 -3.706 0.45
H 5.613 2.963 1.009 0.22
C -2.512 -5.084 6.491 -0.18
C -3.868 1.618 -1.874 0.99
O 3.019 5.404 -0.625 0.28
O -0.593 2.271 -0.041 0.72
H -8.552 -2.343 2.497 0.33
H 1.417 1.862 -0.144 -0.33
H 3.001 0.350 -0.502 -0.63
H 10.519 3.593 0.961 0.37
H -0.625 -0.585 -8.423 0.30
H -1.720 -6.089 -6.806 0.33
H -1.855 -3.129 5.916 0.09
H -6.229 -1.815 -1.002 0.49
O 0.134 -2.425 -8.042 0.12
H -1.309 -8.211 -0.592 0.27
C -7.609 -2.042 2.040 -0.97
H -3.689 -5.209 -1.073 0.08
H -4.463 -6.078 -7.007 0.43
H -7.785 -2.063 0.964 0.27
C -0.991 0.292 4.398 -0.84
H 0.079 10.313 -5.501 0.32
C -2.215 5.760 3.748 -0.40
C -4.079 -5.758 -6.038 -1.01
N 0.663 1.731 -4.782 0.72
C 3.522 -2.971 -7.500 -0.77
H -4.805 -8.928 7.105 0.31
H -6.881 -3.115 6.907 0.46
C 1.073 -0.052 3.185 1.07
O -2.345 -4.829 7.869 -0.49
O 4.616 0.047 -1.836 -0.67
H -7.617 -4.854 2.244 0.44
H -6.810 -4.375 0.826 0.46
H 6.051 2.149 -3.335 0.14
H 1.023 -3.112 -3.837 -0.20
H -4.075 -1.543 4.388 -0.69
O -3.050 5.844 2.614 -0.02
H 4.314 6.586 0.519 0.26
C 1.050 4.071 -4.529 -0.18
H -5.763 0.227 9.519 0.27
H 3.252 -3.769 0.259 0.62
H 0.086 4.359 0.204 0.06
H -0.496 -3.946 -6.333 -0.26
H 1.749 4.891 -4.693 0.54
N 2.672 7.213 2.682 -0.51
H 3.436 1.448 -2.898 0.18
H 2.834 8.648 0.328 0.48
C -3.511 8.826 -1.990 -0.59
H -0.321 1.940 -4.696 -0.40
C 0.480 4.754 4.625 0.33
C -0.077 -0.629 -4.900 1.34
H 3.069 -4.259 9.171 0.26
H -3.639 -6.617 -5.532 0.33
H 6.890 1.281 4.085 0.35
H 3.796 -4.248 -3.749 0.67
H -1.218 -3.518 -9.272 0.40
H 0.698 2.679 -1.523 -0.27
H 1.286 8.715 0.981 0.45
H 3.713 -2.673 -2.949 0.44
H 4.504 4.158 3.901 0.23
H 2.399 2.760 -5.390 0.52
C -0.720 5.205 -5.788 -1.47
H 1.721 7.747 -0.495 -0.03
C 0.881 0.449 -5.469 -1.58
H 7.335 0.583 2.594 0.43
H -0.812 4.538 -6.644 0.37
C -1.777 -7.658 0.223 -1.05
H -4.645 -4.689 1.640 -0.54
H -1.764 -1.098 -1.608 -0.37
H -2.651 9.460 -1.773 0.24
H -3.817 -6.346 8.051 0.20
H -4.214 -2.225 7.284 0.20
H -4.382 9.473 -2.091 0.35
N 3.439 -2.606 -5.002 0.25
H -0.037 -4.552 6.978 0.48
H 1.254 3.862 -3.479 -0.49
C -3.499 -6.268 -0.899 -1.07
H 0.373 -5.713 2.936 -0.10
H 0.268 -6.131 0.350 0.19
O -3.888 -8.261 5.402 -0.25
H -3.316 -0.773 -4.419 0.51
C 1.315 2.872 -5.400 -1.20
C 2.284 -5.475 2.045 -1.32
H -2.646 6.303 4.589 0.48
H -1.987 7.454 -0.034 0.41
H 2.948 -4.471 -6.005 0.40
C -5.353 1.108 -1.722 -0.98
H 0.983 0.178 5.226 0.44
O -5.671 -0.870 7.750 -0.43
O 3.011 -0.485 4.389 -0.21
O 1.869 -4.121 1.836 0.50
H -3.447 -9.976 6.414 0.25
C 0.398 -5.305 -2.647 -0.09
H -5.614 -6.139 1.626 0.58
H 3.581 -1.884 -7.436 0.16
H 1.797 -3.221 -6.034 -0.02
H 1.921 0.136 -5.375 0.15
N -5.682 0.590 -0.335 -0.25
H -2.376 -3.968 1.566 -0.13
C -6.369 -3.296 5.962 -1.19
H 2.972 -0.230 2.281 0.05
H 8.260 6.283 -0.360 0.26
H -4.312 0.414 8.602 0.28
C 4.354 -0.173 4.804 -0.93
C -0.899 -7.497 1.507 -0.37
H -0.127 6.016 -6.213 0.44
H 5.842 -0.050 -4.008 0.47
O 2.889 5.004 5.041 -0.47
C 3.258 -3.300 -3.715 -2.22
C 0.534 1.897 -0.782 -0.57
H -1.697 -4.268 4.598 -0.71
C 3.337 -4.157 8.120 -0.78
H 5.274 -2.379 -9.425 0.30
H -1.047 -0.787 4.539 -0.01
H 0.588 -5.102 -1.593 -0.18
H 2.911 6.474 3.327 0.02
N 0.325 -6.797 1.106 -0.29
H 2.941 -5.611 2.904 0.39
H 4.404 -3.901 -9.779 0.30
C -2.444 2.741 -3.417 0.35
O -4.396 -1.935 -1.999 0.76
C -5.153 -1.848 -0.833 -0.42
C -1.607 -4.163 5.679 0.44
H 4.441 -2.613 -5.130 0.24
H 3.275 -0.184 -3.513 -0.77
H 3.489 3.075 4.841 0.22
H 0.499 4.042 3.800 -0.10
H 3.095 -1.118 -1.481 -0.58
H 6.095 -3.953 -9.200 0.28
H 6.241 4.422 -5.153 0.31
O 2.090 -3.773 7.420 -0.32
C 2.866 -3.308 1.168 -1.06
H -1.610 1.971 3.173 -0.22
H 2.995 -3.265 5.604 0.40
N -0.186 -4.403 5.990 -0.16
H 4.072 -3.359 8.010 0.25
C 2.229 -3.910 6.034 -0.94
C -1.861 0.917 3.289 1.36
C 7.113 3.768 -5.147 -0.52
H 0.962 6.673 4.030 0.29
H 7.461 5.999 -3.924 0.36
H -4.175 -4.797 8.845 0.23
C 3.684 -0.385 -0.928 0.94
H 3.761 4.646 -2.460 -0.01
H -1.638 5.171 -1.282 -0.06
H -3.368 -6.040 4.097 -0.63
H -0.665 6.094 2.289 -0.39
C -2.738 6.906 -0.602 -0.23
H 7.836 2.706 1.564 0.19
H 0.202 -6.352 -2.879 0.49
O -2.274 -6.367 -0.125 0.46
H -4.920 -0.773 1.042 -0.54
C -4.803 -0.571 -0.023 0.71
H -3.421 8.406 -2.992 0.18
H -5.548 -3.656 -2.545 0.40
H 3.754 5.062 1.268 0.02
H 1.245 -7.230 2.930 0.50
H -2.188 -1.848 -3.864 -0.15
H 8.918 2.245 4.121 0.27
H -1.601 10.273 -5.821 0.25
H -4.925 -2.802 -0.357 -0.18
H -5.135 -2.447 3.650 -0.62
H -5.162 5.576 2.016 0.26
H 0.133 -4.938 -7.638 0.41
H 4.533 4.163 -0.935 -0.09
H 4.772 5.810 -1.599 0.45
C 3.491 4.006 4.274 0.11
H -6.723 -5.382 -6.431 0.38
C 5.145 -3.423 -9.138 -0.73
C -4.140 1.437 3.018 -0.41
H 5.081 -0.422 4.031 0.41
H -5.991 1.973 -1.904 0.54
C -0.828 -1.529 -1.252 0.61
C 8.086 5.189 -3.547 -0.35
N 9.143 2.413 3.151 -0.40
H 3.676 -3.139 1.878 0.51
H -0.855 -3.179 2.268 0.16
H 4.539 0.854 5.119 0.15
H -3.150 0.816 -2.048 -0.45
H 0.775 -3.599 4.365 -0.39
H 0.194 -0.971 -3.902 -0.93
H 3.793 -5.079 7.760 0.32
H -3.788 -0.264 -0.274 -0.62
H -3.588 2.130 -0.953 0.10
H 4.620 -0.861 5.606 0.31
O -6.630 -3.016 2.422 0.26
C 2.537 0.113 3.220 0.30
H -2.306 -6.143 6.340 0.70
H 7.768 3.942 -6.000 0.35
O 7.747 3.870 -3.906 -0.29
C 3.993 0.539 -3.126 1.54
C -2.367 -1.209 -4.729 -0.38
H -5.964 -3.855 -6.559 0.35
H -0.034 -1.515 -5.534 0.66
H 1.075 -0.621 -8.705 0.26
C 0.789 -3.521 5.452 0.47
C -4.907 -2.860 -2.925 -1.46
C -0.446 7.374 -2.692 0.04
H 5.726 1.247 0.683 0.58
H -2.619 -4.625 -5.254 -0.04
H 2.517 -2.306 0.921 -0.36
H -1.425 0.722 5.301 0.50
H -6.945 -4.310 -5.126 0.28
H -2.599 -8.246 0.632 0.44
H -5.086 0.913 3.154 0.27
C -4.479 5.728 2.852 -1.03
H -0.433 -0.069 0.090 -0.67
H 4.169 -0.972 -0.149 0.73
H -0.611 -8.507 1.799 0.39
H 2.870 -3.379 -8.272 0.51
O -1.847 -2.150 0.834 0.63
C -0.742 -4.382 -7.301 0.08
H 2.906 3.885 3.363 -0.29
C 1.639 4.666 5.654 -1.06
C 7.825 2.665 2.653 -0.58
H 9.937 6.303 0.126 0.34
H -0.490 0.714 -2.417 -0.13
H 9.124 5.344 -3.840 0.34
C -3.382 -5.492 8.570 -0.66
H 2.430 -4.936 5.725 0.46
O -3.163 0.761 3.751 -0.30
H -4.168 -7.097 2.935 0.53
H -2.642 -1.818 -5.590 -0.02
N 0.064 -0.517 -0.666 1.15
H 4.528 0.438 -5.134 0.41
H 0.441 6.895 -2.278 -0.40
C 2.870 -3.390 -6.116 -0.18
H 1.603 3.654 6.059 0.42
C 5.237 1.987 1.317 -0.51
H -6.670 0.377 -0.343 0.35
H 0.652 0.384 2.279 -0.39
O -3.802 2.553 -2.919 -0.65
H -0.586 8.952 -6.419 0.28
H -4.542 -1.111 9.467 0.26
H -0.949 7.463 3.290 0.35
H -0.088 -1.417 -9.805 0.36
H 8.046 5.291 -2.463 -0.25
H -4.418 -6.731 -0.541 0.40
H 0.581 -2.477 5.689 -0.01
C -0.381 3.502 0.689 -0.84
O 1.544 -4.973 -3.440 -0.63
O 8.907 4.950 1.227 -0.23
H 0.289 3.299 1.524 -0.09
H -0.295 4.318 5.255 0.31
H -2.460 3.612 -4.071 0.33
N 0.509 0.525 4.405 -0.15
C 3.473 5.902 0.633 -0.82
C 0.261 0.585 -1.637 1.21
C -4.798 -1.432 6.818 -0.51
H -5.447 -6.906 5.737 0.31
H -0.193 -3.041 -0.008 -0.14
H 7.328 3.554 3.040 0.35
H -4.247 2.499 3.238 -0.16
C -4.325 -6.482 3.821 0.19
O -3.790 7.816 -1.001 -0.45
H -0.578 8.117 -1.905 0.53
O -1.446 -0.198 -4.948 -0.50
H -1.804 3.065 -2.596 -0.21
H 10.968 3.288 3.296 0.42
H -1.717 5.633 -5.684 0.42
H -5.554 0.366 -2.494 0.09
H -6.989 -3.600 5.119 0.20
H -1.801 -2.547 -7.935 0.32
```